1.
Here is a structure of composition C14H26IrN2O9PSTe from OMol25. Energies are from wB97M-V/def2-TZVPD.

**Spin multiplicity**: 1
**E_tot**: -66606.5010 eV
**Orbital gap**: 0.2760 Ha
**Largest force on an atom**: 0.82 eV/Å

Element x y z (Å)
Ir 0.3104 0.0976 -0.1466
C -4.5957 -2.5147 0.4124
N -3.5476 -1.5774 0.8071
C -3.8200 -0.5735 1.6739
C -2.9226 0.3807 2.0168
C -1.6669 0.2742 1.3682
O -0.6877 1.1024 1.4072
N -1.3800 -0.7639 0.5674
C -2.2783 -1.7311 0.2002
O -2.0420 -2.6494 -0.5436
H -5.2206 -2.7407 1.2740
H -4.1217 -3.4218 0.0533
H -5.2048 -2.0931 -0.3868
H -4.8237 -0.5801 2.0787
H -3.1517 1.1821 2.6983
C 0.6162 0.5207 -3.9938
S -0.3397 -0.2434 -2.7373
O 0.5933 -1.0646 -1.8868
O -1.4246 -0.9158 -3.3655
O -0.7746 0.8028 -1.7181
H 1.0480 -0.2915 -4.5760
H 1.4035 1.1298 -3.5623
H -0.0697 1.1070 -4.6020
C 3.7796 -0.9739 2.2188
C 3.5371 0.5174 2.5147
C 2.0347 0.6918 2.4161
O 1.6199 -0.3099 1.4651
C 2.5141 -1.4508 1.5053
H 3.9324 -1.5450 3.1339
H 4.6533 -1.1090 1.5832
H 4.0238 1.1301 1.7608
H 3.9026 0.8101 3.4979
H 1.7175 1.6600 2.0417
H 1.5245 0.4831 3.3603
H 2.6782 -1.7629 0.4759
H 2.0089 -2.2470 2.0557
C 2.6213 4.3310 -3.8878
C 2.3816 3.5587 -2.6125
O 3.1505 2.3434 -2.6828
P 3.2315 1.4036 -1.3718
O 1.8212 1.3392 -0.8184
Te 4.3880 -0.5444 -1.8573
O 4.0099 2.3462 -0.3242
C 5.3386 2.8002 -0.6423
C 6.1976 2.6909 0.5945
H 2.0964 5.2864 -3.8539
H 2.2630 3.7712 -4.7520
H 3.6858 4.5224 -4.0222
H 1.3274 3.3014 -2.4861
H 2.6902 4.1333 -1.7353
H 5.2571 3.8329 -0.9893
H 5.7514 2.1929 -1.4507
H 5.7972 3.2985 1.4067
H 7.2099 3.0336 0.3750
H 6.2527 1.6507 0.9173

Force components x, y, z for each atom (eV/Å):
Ir 0.2 0.7 0.2
C 0.0 0.0 0.0
N 0.0 0.0 0.0
C 0.0 0.0 0.0
C 0.0 0.0 0.0
C 0.2 0.0 0.0
O 0.0 0.2 -0.2
N 0.0 0.2 0.1
C 0.0 -0.1 0.1
O 0.0 0.0 0.0
H 0.0 0.0 0.0
H 0.0 0.0 0.0
H 0.0 0.0 0.0
H 0.0 0.0 0.0
H 0.0 0.0 0.0
C 0.0 0.1 0.0
S -0.1 -0.3 0.4
O 0.2 0.1 -0.2
O 0.1 -0.1 -0.1
O -0.2 -0.2 -0.3
H 0.0 0.0 0.0
H 0.0 0.0 0.1
H 0.0 0.0 0.0
C 0.0 0.0 0.0
C 0.0 0.0 -0.1
C 0.0 0.0 0.1
O -0.2 -0.7 -0.4
C -0.1 -0.1 0.1
H 0.0 0.0 0.0
H 0.0 0.0 0.0
H 0.0 0.0 0.0
H 0.0 0.0 0.0
H 0.0 0.0 -0.1
H 0.0 0.0 0.0
H 0.1 0.1 0.0
H 0.0 0.0 0.0
C 0.0 0.0 0.0
C 0.0 0.1 0.0
O 0.0 -0.2 0.0
P 0.1 0.2 -0.1
O -0.3 0.1 0.3
Te 0.1 -0.1 -0.1
O -0.1 0.0 0.1
C 0.0 0.0 0.0
C 0.0 0.0 0.0
H 0.0 0.0 0.0
H 0.0 0.0 0.0
H 0.0 0.0 0.0
H 0.0 0.0 0.0
H 0.0 0.0 0.0
H 0.0 0.0 0.0
H 0.0 0.0 0.0
H 0.0 0.0 0.0
H 0.0 0.0 0.0
H 0.0 0.0 0.0

2.
Here is a cluster of 4 separate species, C3H14O3S in total at a distorted geometry from OMol25. Energies are from wB97M-V/def2-TZVPD.

**Spin multiplicity**: 1
**E_tot**: -20316.0765 eV
**SMILES string**: CCCS.O.O.O
**Orbital gap**: 0.3521 Ha
**Largest force on an atom**: 1.24 eV/Å

Element x y z (Å)
C 0.8961 -2.4980 1.5072
C 1.4736 -1.8655 0.2425
C 1.0487 -0.4391 0.0215
S 2.0852 0.4064 -1.2672
H 1.1687 -3.5458 1.4757
H 1.3202 -2.0903 2.4181
H -0.1919 -2.5209 1.5455
H 1.1720 -2.4537 -0.6274
H 2.5554 -1.9858 0.2825
H 0.0680 -0.3996 -0.4465
H 1.0690 0.1811 0.9162
H 3.1977 -0.2503 -0.9106
O -1.5235 2.0524 -1.0535
H -1.1878 2.1815 -0.1510
H -1.2563 2.8761 -1.4833
O -3.2249 0.0335 -0.1726
H -3.6187 -0.5742 -0.8033
H -2.6884 0.6526 -0.6984
O -1.5361 1.3707 1.8078
H -2.3163 0.9984 1.3774
H -1.1691 0.6517 2.3298

Force components x, y, z for each atom (eV/Å):
C 0.0 -0.6 -0.4
C -0.3 -0.5 0.1
C 0.4 0.8 -0.9
S -0.1 -0.4 0.4
H 0.2 -0.4 0.2
H -0.1 0.3 0.1
H -0.1 0.4 0.0
H -0.1 0.0 0.0
H 0.2 0.3 0.1
H -0.3 0.0 0.4
H -0.1 -0.2 0.1
H 0.1 0.2 -0.1
O 0.5 0.6 0.2
H -0.1 -0.4 0.1
H -0.2 -0.3 -0.2
O 0.1 0.1 0.0
H 0.0 0.0 0.1
H -0.2 -0.1 -0.1
O 0.1 0.2 -0.1
H -0.1 -0.2 0.1
H 0.0 0.0 -0.1

3.
Here is a structure of composition C9H21AgF2N3O3Pt at a distorted geometry from OMol25. Energies are from wB97M-V/def2-TZVPD.

**Spin multiplicity**: 3
**E_tot**: -32958.1840 eV
**Charge**: +1
**Orbital gap (spin up / spin down)**: 0.2471 / 0.2308 Ha
**Largest force on an atom**: 1.66 eV/Å

Element x y z (Å)
Ag -0.4318 -24.7232 -3.9942
Pt 0.0754 -21.9306 -2.1731
F -1.2722 -22.4783 -3.5803
F 1.0737 -23.6223 -2.7698
C -2.4371 -21.6610 -6.9186
O -3.2954 -22.1550 -7.6183
N -2.0893 -20.3507 -6.8732
C -1.2041 -19.8739 -5.8658
C -2.6411 -19.4088 -7.8268
H -1.8176 -22.2160 -6.1907
H -1.6472 -19.2440 -5.0784
H -0.4265 -19.2064 -6.2520
H -0.7320 -20.6760 -5.3002
H -3.2766 -19.8981 -8.5559
H -3.1505 -18.5710 -7.3497
H -1.7982 -18.9839 -8.3843
C -2.2170 -23.3269 -0.1248
O -1.2437 -22.9698 -0.7985
N -3.4671 -22.9736 -0.3716
C -4.5803 -23.5988 0.3125
C -3.8085 -21.9820 -1.3637
H -2.1292 -23.9407 0.7772
H -4.9473 -24.5042 -0.1833
H -5.4141 -22.9184 0.4449
H -4.2530 -24.0279 1.2630
H -4.5781 -21.3382 -0.9437
H -2.9501 -21.3916 -1.6797
H -4.1580 -22.3716 -2.3241
C -3.2944 -24.6871 -5.4090
O -2.1957 -25.2616 -5.3269
N -4.3419 -25.1808 -6.0379
C -5.5748 -24.4338 -6.1854
C -4.3709 -26.5710 -6.4534
H -3.4199 -23.6791 -4.9964
H -6.3816 -24.8080 -5.5524
H -5.9685 -24.7002 -7.1750
H -5.3744 -23.3693 -6.2472
H -5.2031 -27.0906 -5.9764
H -4.6053 -26.5964 -7.5229
H -3.4152 -27.0647 -6.3371

Force components x, y, z for each atom (eV/Å):
Ag -0.4 -0.2 -0.4
Pt -0.3 -0.8 0.0
F -0.2 0.5 -0.3
F 0.2 0.3 0.2
C 0.3 0.5 0.5
O 0.0 -0.2 0.0
N -0.8 -0.4 -0.3
C 0.9 1.0 1.0
C 0.8 0.5 -0.3
H -0.2 -0.3 -0.1
H -0.7 -0.2 -0.3
H 0.1 -0.4 -0.4
H 0.0 -0.3 -0.4
H -0.2 -0.2 0.3
H -0.2 -0.2 0.1
H -0.1 0.1 0.0
C -0.7 0.5 -0.1
O 0.8 0.0 0.5
N -0.2 0.0 -0.3
C 0.0 -1.3 0.6
C 0.1 0.5 -0.9
H 0.4 -0.2 -0.2
H 0.0 0.4 -0.6
H 0.1 0.2 0.1
H 0.0 0.6 0.2
H 0.0 0.1 -0.1
H 0.1 0.0 0.5
H -0.2 -0.5 0.3
C 0.5 0.5 -0.2
O 0.3 -0.2 0.5
N 0.0 -0.4 0.7
C -0.3 -0.7 -1.4
C -0.4 0.0 -1.2
H -0.1 0.0 -0.1
H 0.3 0.5 0.7
H 0.2 0.2 -0.1
H -0.2 0.1 0.6
H 0.2 -0.1 0.3
H 0.1 0.0 0.0
H 0.0 0.1 0.4

4.
Here is a cluster of 2 separate species, C3H3O3S in total at a distorted geometry from OMol25. Energies are from wB97M-V/def2-TZVPD.

**Spin multiplicity**: 1
**E_tot**: -20134.4932 eV
**Charge**: -1
**Orbital gap (spin up / spin down)**: 0.1890 / 0.1890 Ha
**Largest force on an atom**: 4.16 eV/Å

Element x y z (Å)
C -1.0703 0.3382 1.4817
C 0.3686 -1.1258 -0.3181
C 0.0533 0.0989 0.4091
O -1.0183 1.2145 2.2707
O -1.8040 -0.6163 1.1546
O 1.0003 -0.7238 0.8940
S 1.3296 1.4885 -2.6967
H -0.4357 -1.8298 -0.2180
H 0.7945 -1.1101 -1.2159
H 0.7819 2.2657 -1.7614

Force components x, y, z for each atom (eV/Å):
C -1.9 -0.3 -1.1
C -3.2 0.3 1.6
C 1.8 -2.5 0.2
O 0.1 1.2 1.4
O 0.7 0.6 0.5
O -0.2 1.1 -0.2
S 0.0 -0.4 0.2
H 0.1 -0.7 0.4
H 2.6 0.6 -3.2
H -0.1 0.2 0.1

5.
Here is a structure of composition C17H21O7RhS3 from OMol25. Energies are from wB97M-V/def2-TZVPD.

**Spin multiplicity**: 1
**E_tot**: -67815.2906 eV
**Orbital gap**: 0.3182 Ha
**Largest force on an atom**: 0.78 eV/Å

Element x y z (Å)
Rh 0.2597 0.6553 0.0964
O 0.6828 3.2212 -3.0799
S 0.6426 1.9293 -2.4626
O 1.8819 1.3434 -2.0069
O -0.3503 1.9411 -1.3146
C -0.1168 0.8236 -3.6437
C -0.2428 1.3291 -4.9288
C -0.8309 0.5766 -5.9355
C -1.3084 -0.6894 -5.6577
C -1.1878 -1.2065 -4.3757
C -0.5934 -0.4668 -3.3633
S -0.4531 -1.3136 -1.7937
O -0.9770 -2.6352 -1.9894
O -1.2262 -0.5386 -0.7662
O 0.9675 -1.2269 -1.4052
H 0.1172 2.3293 -5.1234
H -0.9176 0.9917 -6.9314
H -1.7753 -1.2846 -6.4312
H -1.5481 -2.1987 -4.1451
C 3.0580 -1.3742 3.5942
C 2.1969 -2.4305 2.9183
S 1.7886 -1.9389 1.2419
O 0.7470 -0.8413 1.5170
C 0.8716 -3.4117 0.7430
C -0.4855 -3.5462 1.4113
H 3.3314 -1.7019 4.5967
H 2.5163 -0.4330 3.6926
H 3.9755 -1.1911 3.0332
H 1.2504 -2.5749 3.4399
H 2.7149 -3.3887 2.8459
H 1.5458 -4.2451 0.9556
H 0.7748 -3.3277 -0.3354
H -0.4068 -3.7661 2.4760
H -1.0317 -4.3604 0.9354
H -1.0636 -2.6321 1.2784
C -0.5336 1.6622 1.6736
C 0.6148 2.4812 1.3441
C 1.8664 1.8254 1.3204
C 2.9792 2.4562 0.7106
C 2.8440 3.6871 0.1467
C 1.5930 4.3482 0.1722
C 0.5026 3.7604 0.7358
H -1.5181 2.1063 1.5674
H -0.4489 0.9985 2.5304
H 2.0284 0.9612 1.9477
H 3.9347 1.9480 0.7028
H 3.6888 4.1671 -0.3291
H 1.5004 5.3199 -0.2951
H -0.4670 4.2395 0.7061

Force components x, y, z for each atom (eV/Å):
Rh 0.2 -0.5 0.5
O 0.1 0.0 -0.1
S 0.0 0.2 0.2
O -0.1 0.1 -0.3
O 0.1 0.1 0.1
C 0.0 -0.1 -0.1
C 0.0 0.0 0.0
C 0.0 0.0 0.0
C 0.0 0.0 0.0
C 0.0 0.0 0.0
C 0.0 0.0 -0.1
S 0.5 0.1 0.2
O 0.0 0.0 0.0
O 0.1 -0.1 0.0
O -0.5 0.0 -0.2
H 0.0 0.0 0.0
H 0.0 0.0 0.0
H 0.0 0.0 0.0
H 0.0 0.0 0.0
C 0.0 0.0 0.0
C 0.0 0.0 0.1
S -0.1 0.0 -0.1
O -0.2 0.1 -0.1
C 0.0 -0.1 0.0
C 0.0 0.0 0.0
H 0.0 0.0 0.0
H 0.0 0.0 0.0
H 0.0 0.0 0.0
H 0.0 0.0 0.0
H 0.0 0.0 0.0
H 0.0 0.0 0.0
H 0.0 0.0 0.0
H 0.0 0.0 0.0
H 0.0 0.0 0.0
H 0.0 0.0 0.0
C -0.1 0.1 0.0
C -0.2 -0.1 0.0
C 0.1 0.1 0.0
C 0.0 -0.1 0.0
C 0.0 0.1 0.0
C 0.0 0.0 0.0
C 0.0 0.0 0.0
H 0.0 0.0 -0.1
H 0.0 -0.1 -0.1
H 0.0 0.0 0.0
H 0.0 0.0 0.0
H 0.0 0.0 0.0
H 0.0 0.0 0.0
H 0.0 0.0 0.0

6.
Here is an isolated molecule of C5H6F2 at a distorted geometry from OMol25. Energies are from wB97M-V/def2-TZVPD.

**Spin multiplicity**: 1
**E_tot**: -10714.9752 eV
**SMILES string**: CC(/C=C/F)=C\F
**Orbital gap**: 0.3628 Ha
**Largest force on an atom**: 4.21 eV/Å

Element x y z (Å)
C -1.1735 -1.2799 -0.2225
C -0.5260 0.0420 0.1069
C 0.9315 -0.1304 0.2427
C 1.9193 0.6274 -0.1919
F 3.1595 0.3010 0.0188
C -0.9391 1.3124 0.1429
F -2.2522 1.6513 0.0331
H -1.4115 -1.8301 0.8613
H -0.4628 -1.8407 -0.7660
H -2.1597 -1.1923 -0.7007
H 1.1784 -1.1012 0.7636
H 1.9451 1.4258 -0.9111
H -0.2091 2.0146 0.6231

Force components x, y, z for each atom (eV/Å):
C -2.2 0.2 3.6
C 0.9 0.5 -1.2
C -0.2 -1.5 1.2
C -1.2 0.1 -1.1
F 2.3 -0.9 0.8
C 0.1 -0.7 1.5
F 0.8 0.2 -0.1
H 0.8 1.2 -2.8
H 0.3 -0.9 -0.7
H 0.5 0.0 0.0
H 0.2 1.3 -0.4
H -0.9 0.6 0.1
H -1.4 0.0 -0.9

7.
Here is a cluster of 2 separate species, C5H9N3O3S in total at a distorted geometry from OMol25. Energies are from wB97M-V/def2-TZVPD.

**Spin multiplicity**: 1
**E_tot**: -26775.8477 eV
**Orbital gap**: 0.3256 Ha
**Largest force on an atom**: 5.73 eV/Å

Element x y z (Å)
C 0.3969 1.9232 0.7340
C 1.2407 0.8878 0.3484
C -0.6793 -0.0320 0.6638
C -1.9941 1.8909 1.6773
C 0.9310 -1.4392 -0.4713
N -0.8229 1.3299 0.9476
N 0.5530 -0.3075 0.2152
N 0.0307 -2.5540 -0.1717
O 1.8709 0.1203 -2.4488
O -0.5109 -0.2082 -2.2491
O 0.8492 -2.1346 -3.0602
S 0.8293 -0.8551 -2.2956
H 0.6385 2.9032 0.8402
H 2.3077 0.8682 -0.0980
H -1.4953 -0.6776 0.4995
H -2.1194 2.8817 1.3890
H -2.8734 1.3072 1.4785
H -1.8736 1.9407 2.7356
H 2.4603 -1.5622 -0.2473
H 0.3426 -3.1837 0.5197
H -0.0820 -3.0989 -1.0067

Force components x, y, z for each atom (eV/Å):
C 0.8 -4.7 -0.6
C 2.4 0.7 -1.8
C -0.2 2.2 -0.6
C 0.9 -1.2 -0.5
C 4.1 -2.6 -1.2
N -0.1 -2.5 0.5
N -1.9 4.1 3.5
N 0.7 1.8 -1.1
O 1.0 -0.3 0.0
O 1.3 -0.9 0.0
O 0.5 2.2 1.4
S -3.2 -1.7 -0.7
H 0.3 2.6 0.5
H -2.1 0.4 1.1
H -0.7 -0.7 0.3
H -0.4 1.7 -0.9
H -0.3 -0.2 -0.4
H 0.6 -0.4 0.8
H -4.5 0.1 -0.5
H 0.7 -0.4 1.1
H -0.1 -0.1 -0.7

8.
Here is a structure of composition C37H37F5P2Zn at a distorted geometry from OMol25. Energies are from wB97M-V/def2-TZVPD.

**Spin multiplicity**: 1
**E_tot**: -119540.9434 eV
**Orbital gap (spin up / spin down)**: 0.1659 / 0.1530 Ha
**Largest force on an atom**: 2.94 eV/Å

Element x y z (Å)
Zn -0.6190 2.1420 -3.8506
C -2.3689 1.0658 -6.3389
C -2.1412 -0.1845 -5.9013
C -1.2291 -1.1787 -6.5160
C 0.1678 -0.5844 -6.7946
C 0.6571 0.2477 -5.6853
C 0.3819 1.5844 -5.4547
C -0.2031 2.3881 -6.6019
C -1.5199 1.8662 -7.2335
C 1.4639 -0.3907 -0.0494
H -3.3318 1.5353 -6.0809
H -2.7995 -0.5827 -5.1312
H -1.6434 -1.5713 -7.4549
H -1.1198 -2.0497 -5.8555
H 0.8622 -1.4239 -6.9543
H 0.1537 -0.0301 -7.7440
H 1.4975 -0.1552 -5.1459
H 1.1397 2.1177 -4.8808
H 0.5619 2.3836 -7.3777
H -0.3649 3.4202 -6.2624
H -2.1205 2.7490 -7.4828
H -1.3066 1.3630 -8.1870
H 0.8534 0.4939 0.1176
H 2.2800 -0.4614 0.6840
H 0.8357 -1.2886 -0.0184
P -1.7236 -0.6512 -2.1349
P 2.1978 -0.3254 -1.6596
C -0.2603 -1.1943 -3.0481
C 1.1008 -1.1081 -2.8494
C -2.6202 -2.1563 -1.7592
C -2.9122 -3.1135 -2.7485
C -3.6180 -4.2700 -2.3946
C -4.0115 -4.4906 -1.0747
C -3.6795 -3.5564 -0.0935
C -2.9974 -2.3847 -0.4135
C -2.9517 0.4626 -2.8420
C -2.5153 1.7490 -3.3544
C -3.4153 2.8500 -3.2905
C -4.7789 2.5940 -3.1926
C -5.2246 1.2626 -3.1593
C -4.3302 0.1995 -2.9684
C 3.7249 -1.2720 -1.5722
C 3.6179 -2.6482 -1.2791
C 4.7775 -3.4031 -1.0946
C 6.0332 -2.7875 -1.2069
C 6.1419 -1.4243 -1.5012
C 4.9875 -0.6560 -1.6842
C 2.6314 1.3888 -2.0847
C 2.4372 2.4135 -1.1487
C 2.5927 3.7501 -1.5232
C 3.0330 4.0794 -2.8108
C 3.3107 3.0504 -3.7222
C 3.1448 1.7103 -3.3590
H -0.5694 -1.9036 -3.8315
H 1.6829 -1.6265 -3.6214
H -2.5975 -2.9313 -3.7834
H -3.8664 -4.9948 -3.1714
H -4.5670 -5.3837 -0.8122
H -3.9429 -3.7289 0.9454
H -2.7281 -1.6261 0.3395
H -2.1768 1.5626 -4.4364
H -3.0386 3.8655 -3.4192
H -5.5058 3.4142 -3.1888
H -6.2973 1.0374 -3.2047
H -4.7154 -0.8272 -2.8740
H 2.6297 -3.1141 -1.1849
H 4.6920 -4.4667 -0.8466
H 6.9352 -3.3687 -1.0347
H 7.1179 -0.9389 -1.5664
H 5.0694 0.4178 -1.8900
H 2.1604 2.1563 -0.1299
H 2.3588 4.5360 -0.7975
H 3.1542 5.1345 -3.0967
H 3.6636 3.2952 -4.7298
H 3.4104 0.9090 -4.0572
F -2.7839 2.2915 -0.5887
C -1.4574 2.1590 -0.4274
F -1.2506 0.8811 0.0356
C -0.9667 3.1798 0.5549
F -1.1518 4.3966 -0.0033
F -1.6666 3.1341 1.7074
F 0.3585 3.0222 0.8472

Force components x, y, z for each atom (eV/Å):
Zn 0.3 0.2 2.9
C -1.0 -1.2 0.4
C -1.4 0.0 -0.7
C 0.7 -0.2 0.1
C 0.1 -0.7 -0.8
C 0.6 0.5 0.9
C 1.0 -0.3 -1.9
C -0.2 0.2 0.1
C 0.1 0.9 -0.9
C 0.2 0.0 0.6
H 0.6 -0.1 0.5
H -0.2 0.1 -0.3
H -0.1 0.2 0.1
H 0.0 0.2 -0.1
H -0.1 0.3 0.1
H -0.1 0.0 0.2
H -0.1 -0.2 0.5
H 0.6 -0.1 -0.4
H 0.0 0.4 -0.2
H 0.1 -0.1 -0.2
H 0.2 -0.1 -0.3
H -0.1 0.0 0.3
H -0.2 -0.1 0.1
H -0.3 0.1 0.0
H 0.1 0.3 0.1
P 0.5 1.1 1.2
P -1.2 -0.2 -1.5
C -1.1 -0.3 -1.5
C 1.2 -0.1 0.5
C -0.3 -0.9 -0.2
C -0.3 -0.1 0.8
C 0.1 0.1 -0.4
C 0.3 0.4 -0.1
C 0.0 0.2 0.2
C 0.3 0.1 -0.8
C -0.2 -0.7 -1.3
C 0.0 -0.3 -1.1
C -1.2 0.2 -0.3
C 0.4 0.3 0.1
C -0.5 -0.4 0.2
C 0.4 0.2 0.7
C 0.5 -0.3 -0.2
C 0.3 0.3 -0.1
C 0.0 0.2 0.0
C -0.2 0.2 0.0
C -0.3 -0.1 0.1
C -0.2 -0.3 0.1
C 0.5 0.4 0.1
C 0.0 -0.1 -0.3
C 0.2 0.1 0.0
C -0.3 -0.2 0.2
C 0.2 -0.1 0.0
C -0.3 0.1 0.2
H 0.7 0.2 0.1
H 0.0 0.1 0.4
H -0.2 -0.2 0.4
H 0.0 0.1 0.2
H 0.1 0.0 0.0
H -0.1 -0.1 -0.1
H -0.2 -0.5 -0.4
H -0.9 0.0 0.8
H -0.2 -0.2 0.0
H 0.3 -0.3 0.0
H 0.5 0.2 0.0
H 0.2 0.5 0.2
H 0.4 0.2 -0.1
H 0.1 0.5 -0.1
H -0.1 0.1 -0.1
H -0.3 -0.3 0.0
H -0.1 -0.5 0.1
H -0.1 0.2 -0.3
H 0.2 -0.3 -0.3
H -0.1 -0.6 0.1
H -0.1 -0.1 0.4
H -0.3 0.3 0.1
F -0.9 0.3 0.4
C 2.0 0.1 -1.8
F 0.0 0.2 1.8
C -0.8 -0.7 -0.9
F 0.3 0.0 0.7
F 0.4 0.6 0.7
F -0.8 0.3 0.2

Which value of E_tot does entry 1 give? -66606.5010 eV

Which value of largest force on an atom does entry 5 give? 0.78 eV/Å

Which formula does entry 2 have? C3H14O3S